1.
{"formula": "C31H29F3N5O6SV", "method": "ωB97M-V with the def2-TZVPD basis set", "homo_energy_ev": [-8.5, -8.6], "lumo_ev": [-0.46, -0.23], "multiplicity": 3, "gap_ev": [8.0, 8.4], "s_squared": 2.013, "symbols": ["C", "H", "H", "H", "H", "C", "S", "H", "F", "H", "H", "C", "C", "H", "H", "H", "C", "C", "O", "C", "O", "C", "O", "H", "C", "F", "H", "V", "C", "C", "O", "N", "H", "C", "H", "C", "H", "C", "C", "C", "H", "N", "C", "H", "C", "C", "H", "C", "H", "H", "C", "H", "C", "O", "C", "N", "C", "H", "C", "C", "O", "N", "H", "H", "H", "C", "H", "C", "H", "F", "C", "H", "C", "N", "H", "C"], "positions_angstrom": [[-0.945757, -3.909697, -1.035427], [2.512750, 0.018655, -2.775533], [-3.868839, -2.203598, -2.888712], [0.182375, 6.675838, 4.301503], [3.427661, -3.875456, 2.207031], [-1.066298, -2.521619, -1.017531], [2.423177, 0.184266, 0.200755], [-1.799673, -5.756857, -1.699027], [-2.233430, 2.083666, -4.474948], [-3.425783, -3.211138, 1.891589], [5.071524, -0.610249, 3.296508], [-2.755477, 0.073368, 1.470741], [-3.834770, 0.423674, 0.672877], [-0.111334, -4.369270, -0.523600], [-1.758851, -1.505264, 2.524917], [0.753002, 4.438735, 4.600233], [0.512460, 4.379034, 3.546656], [-2.611366, -1.236668, 1.910454], [0.794962, 0.855913, 2.670093], [4.147357, -1.064723, 2.939476], [-0.090457, 6.696547, 3.375984], [0.495100, 3.052391, -3.838431], [-0.439639, -0.464689, -0.131515], [4.675383, -4.277015, 0.045156], [-4.773599, -0.536738, 0.326524], [-1.059467, 2.443547, -6.250095], [1.908126, -3.896842, 1.318187], [0.206634, 1.150983, 0.726514], [3.604642, -4.468474, 0.124692], [-2.941660, -4.065809, -2.363903], [1.259340, 1.753900, 4.680407], [1.072514, -2.215217, 0.035041], [3.137197, -4.215758, -0.826999], [-0.136217, 4.099030, 0.896685], [-1.333933, 0.810734, 2.710209], [-0.502867, 3.691361, -0.520980], [-3.936922, 1.442865, 0.318291], [-3.053633, -2.683897, -2.363264], [-3.549291, -2.190797, 1.553531], [-1.888501, -4.678441, -1.695817], [3.867820, -1.854980, 3.638135], [-1.773241, 1.050329, 1.823937], [0.959369, 1.828276, 3.507137], [4.682346, -0.852984, 0.851386], [2.965271, -3.658781, 1.241819], [0.056423, 5.479809, 2.817464], [-5.614051, -0.258054, -0.295424], [-4.635545, -1.844197, 0.763617], [3.464785, -5.535037, 0.302910], [0.557282, -0.299839, -4.264941], [0.839006, 0.690160, -3.936928], [-5.364184, -2.592038, 0.482066], [1.625825, 3.121862, -3.039974], [-0.363630, 2.421492, -0.711189], [0.101216, 1.805085, -4.293013], [2.339172, 2.061926, -2.669066], [-1.135514, 1.684475, -5.139685], [5.092682, -2.414334, 1.537334], [-2.125694, -1.911665, -1.684481], [4.339960, -1.624228, 1.537611], [-0.878319, 4.520909, -1.322589], [0.332142, 3.076880, 1.596878], [-0.071112, 3.944066, -4.065066], [-2.191391, 1.970737, 1.920152], [1.956475, 4.081510, -2.658862], [0.632355, 3.175157, 2.882918], [-2.212628, -0.834198, -1.667372], [-0.294449, 5.342419, 1.470696], [3.364327, -0.307249, 2.944597], [-1.357983, 0.422542, -5.544831], [-0.065781, -1.665145, -0.321460], [-0.679414, 6.173872, 0.898981], [1.942187, 0.874826, -3.116191], [3.108358, -2.221542, 1.019891], [-3.671671, -4.667878, -2.889202], [2.141187, -1.500489, 0.444475]], "forces_ev_per_a": [[0.0, 0.1, 0.1], [0.0, 0.0, 0.0], [0.0, 0.0, 0.0], [0.0, 0.0, -0.1], [0.0, 0.0, 0.0], [0.1, -0.1, -0.1], [0.0, 0.4, -0.2], [0.0, 0.0, 0.0], [0.0, 0.0, 0.0], [0.0, 0.0, 0.0], [0.0, 0.0, 0.0], [-0.2, -0.1, 0.0], [0.1, 0.0, 0.0], [0.0, 0.0, 0.0], [0.0, 0.0, 0.0], [0.0, 0.0, 0.0], [0.1, -0.1, -0.1], [0.0, 0.1, 0.0], [-0.2, 0.0, -0.5], [0.0, 0.0, 0.0], [0.0, 0.0, 0.0], [0.0, -0.1, 0.0], [0.1, 0.3, 0.3], [0.0, 0.0, 0.0], [0.0, 0.0, 0.0], [0.0, 0.0, 0.0], [0.0, 0.0, 0.0], [0.1, -0.3, 0.1], [0.0, 0.0, 0.0], [0.0, 0.0, 0.0], [0.1, 0.0, -0.1], [-0.3, 0.1, -0.2], [0.0, 0.0, 0.0], [0.0, 0.3, 0.1], [-0.1, 0.0, 0.0], [0.0, 0.5, -0.1], [0.0, 0.0, 0.0], [0.0, 0.0, 0.0], [0.0, 0.0, 0.0], [0.0, 0.0, 0.0], [0.0, 0.0, 0.0], [0.1, 0.2, 0.0], [0.0, 0.2, 0.4], [0.0, 0.0, 0.0], [-0.1, -0.1, 0.0], [0.0, 0.0, 0.0], [0.0, 0.0, 0.0], [0.0, 0.0, 0.0], [0.0, 0.0, 0.0], [0.0, 0.0, 0.0], [0.0, 0.0, 0.1], [0.0, 0.0, 0.0], [0.0, 0.0, 0.0], [0.0, -0.6, 0.5], [0.0, 0.1, 0.0], [0.0, 0.1, -0.1], [0.0, 0.0, -0.1], [0.0, 0.0, 0.0], [0.0, 0.0, 0.0], [0.1, 0.0, 0.0], [0.0, -0.1, 0.1], [0.2, -0.6, -0.2], [0.0, 0.0, 0.0], [0.0, 0.0, 0.0], [0.0, 0.0, 0.0], [-0.1, 0.2, 0.1], [0.0, 0.0, 0.0], [0.1, -0.1, 0.0], [0.0, 0.0, 0.0], [0.0, 0.0, 0.0], [0.2, -0.2, -0.3], [0.0, 0.0, 0.0], [-0.1, -0.1, 0.0], [0.0, 0.1, 0.0], [0.0, 0.0, 0.0], [0.0, 0.0, 0.2]], "lowdin_charge": [-0.023, 0.087, 0.108, 0.120, 0.120, -0.135, 0.796, 0.102, 0.147, 0.110, 0.080, -0.294, -0.028, 0.105, 0.125, 0.135, 0.088, -0.032, -0.172, -0.067, 0.093, -0.002, -0.152, 0.070, -0.082, 0.140, 0.104, 0.887, -0.070, -0.080, 0.088, 0.130, 0.075, -0.142, 0.099, -0.561, 0.119, -0.073, -0.074, -0.077, 0.076, 0.069, -0.573, 0.082, -0.208, -0.270, 0.107, -0.096, 0.075, 0.117, 0.010, 0.105, -0.138, -0.110, -0.114, 0.072, -0.581, 0.115, -0.021, -0.247, 0.090, 0.049, 0.126, 0.120, 0.114, -0.147, 0.119, 0.102, 0.051, 0.132, -0.401, 0.140, -0.164, -0.123, 0.103, -0.642]}



2.
{"formula": "C4H5N3", "method": "ωB97M-V with the def2-TZVPD basis set", "homo_energy_ev": -9.7, "lumo_ev": 0.79, "multiplicity": 1, "gap_ev": 10.5, "smiles": "C=CC#N.N=C=N", "symbols": ["H", "H", "C", "N", "C", "H", "N", "C", "N", "H", "C", "H"], "positions_angstrom": [[-0.401897, -1.811975, 1.533632], [0.292851, 0.681476, 1.363211], [0.034476, -1.274328, 0.637453], [-0.774870, 0.741023, -1.912594], [1.198117, 0.476311, -0.746589], [-3.341332, -1.071114, -0.902318], [-2.785001, -0.262355, -1.082240], [-1.791828, 0.115544, -1.655077], [1.876216, 0.698029, -1.615162], [0.080982, -2.062242, -0.132590], [0.498752, -0.068254, 0.509653], [-0.506005, 1.520456, -2.453677]], "forces_ev_per_a": [[0.4, 1.7, -0.6], [0.8, -1.1, -1.6], [-0.7, -3.8, 0.2], [-2.0, -1.7, 0.3], [-2.3, -2.4, 5.2], [0.3, -0.2, -0.5], [-0.2, -0.2, 0.2], [0.4, 1.9, 0.3], [2.5, 1.0, -2.4], [0.4, 0.8, -0.1], [0.6, 3.7, 0.1], [-0.1, 0.3, -0.8]], "nbo_charge": [0.220, 0.242, -0.344, -0.763, 0.290, 0.423, -0.748, 0.683, -0.354, 0.205, -0.289, 0.434]}



3.
{"formula": "C9H14", "method": "ωB97M-V with the def2-TZVPD basis set", "homo_energy_ev": -8.8, "lumo_ev": 0.99, "multiplicity": 1, "gap_ev": 9.8, "smiles": "Cc1ccccc1.CC", "symbols": ["C", "H", "H", "H", "H", "C", "C", "H", "C", "C", "C", "H", "C", "H", "H", "H", "C", "H", "H", "H", "H", "C", "H"], "positions_angstrom": [[-1.069290, -0.120144, -1.317135], [-2.177769, 1.404144, -2.381346], [1.966526, 0.201105, 2.944573], [1.246540, -2.613328, -0.828123], [1.095864, -0.155086, -1.774327], [0.214573, -0.582345, -1.276622], [-2.120068, -0.688063, -0.614286], [3.200231, 1.617884, 1.427287], [-2.078359, -2.054984, -0.366920], [-1.286208, 1.285116, -1.897356], [0.334179, -1.992474, -0.856783], [0.570399, 1.167018, 2.473004], [1.562149, 1.182390, 2.530756], [-0.436245, 1.656077, -2.515372], [-3.073473, -0.067830, -0.428935], [-1.311781, 1.966322, -1.123395], [-0.813326, -2.627827, -0.280566], [1.773853, 1.807513, 3.376696], [-0.760258, -3.670828, 0.247189], [-2.941570, -2.607870, 0.103261], [1.936794, 2.488657, 0.886560], [2.192393, 1.496188, 1.228038], [1.974842, 0.908371, 0.443805]], "forces_ev_per_a": [[0.2, 3.5, 0.2], [-2.3, 0.0, -1.6], [-0.8, 0.7, -0.8], [-0.2, 1.0, -0.1], [-0.7, 0.2, 0.2], [0.9, -5.0, -0.5], [-2.4, -0.4, -1.0], [2.4, -0.3, -0.2], [-0.4, 0.4, 2.6], [3.0, -1.3, 0.0], [-1.2, 0.8, 1.5], [-4.3, -0.5, -0.2], [3.4, -2.2, 1.6], [-0.6, -0.7, 0.1], [1.5, -1.2, -0.6], [-0.1, 1.6, 2.0], [1.2, -1.8, -0.7], [0.5, 1.1, 0.0], [0.2, 1.9, -1.5], [0.9, 0.8, -0.7], [-0.5, 0.6, 0.0], [-0.1, 3.3, 2.1], [-0.6, -2.7, -2.4]], "nbo_charge": [-0.026, 0.212, 0.192, 0.217, 0.222, -0.226, -0.207, 0.201, -0.207, -0.618, -0.204, 0.196, -0.588, 0.210, 0.214, 0.214, -0.233, 0.202, 0.216, 0.215, 0.193, -0.601, 0.206]}



Calculated DFT total energy in order - -3565.96679, -319.57728, -351.25168 Eh
Calculated M in order - 707.6, 95.1, 122.2 g mol⁻¹
Calculated energy above the lowest of the compared OMol25 structures with the same formula, charge and spin in order - 17.96, 84.67, 49.27 kcal per mole